[1]
# C20H42N2O19S2

A 7-piece molecular cluster, C20H42N2O19S2 overall (ωB97M-V with the def2-TZVPD basis set, the Open Molecules 2025 dataset).

```
85
Properties=species:S:1:pos:R:3:forces:R:3:lowdin_charge:R:1
C 2.125224 -4.489176 3.935365 -5.1 1.5 2.3 0.031
N 1.106224 -4.785176 2.860365 1.8 0.2 -1.5 -0.308
C 1.752224 -5.209176 1.552365 0.6 -4.9 0.1 0.006
C 0.303224 -5.908176 3.391365 -2.6 3.2 -1.4 0.002
C 0.215224 -3.561176 2.645365 0.6 1.5 1.7 -0.070
C -0.782776 -3.731176 1.495365 0.0 -0.7 0.1 -0.240
O -1.764776 -2.731176 1.459365 -0.1 -2.6 2.3 0.000
H 2.795224 -5.202176 4.041365 2.6 -4.2 0.4 0.058
H 1.581224 -4.275176 4.946365 0.6 -0.9 -1.9 0.165
H 2.714224 -3.668176 3.907365 1.4 3.3 -1.6 0.067
H 1.011224 -5.811176 0.928365 0.7 1.6 0.7 0.134
H 2.600224 -6.030176 1.635365 -1.8 1.0 1.2 0.147
H 2.402224 -4.589176 1.025365 -0.1 2.5 -0.8 0.077
H 0.788224 -6.726176 3.578365 3.9 -4.3 1.1 0.058
H -0.503776 -6.308176 2.809365 -0.5 0.8 -1.0 0.118
H -0.068776 -5.537176 4.283365 -1.0 0.5 1.8 0.092
H 0.875224 -2.566176 2.690365 -1.3 -2.3 -0.6 0.193
H -0.332776 -3.600176 3.594365 -0.2 0.6 -0.2 0.128
H -1.342776 -4.662176 1.651365 0.4 -0.1 -0.1 0.123
H -0.188776 -3.813176 0.576365 -0.5 0.2 -0.2 0.127
H -1.372776 -2.133176 0.898365 0.7 3.4 -2.7 -0.011
N -0.004776 -0.409176 -0.525635 2.7 -0.2 -0.9 -0.593
O 1.011224 -0.761176 -1.191635 -1.0 -0.7 -0.2 -0.067
O -1.089776 -1.009176 -0.629635 -0.3 -0.1 0.2 -0.039
O 0.185224 0.533824 0.241365 -1.1 0.8 1.2 -0.044
O -2.295776 3.854824 0.206365 0.0 0.2 -1.0 -0.291
S -3.568776 3.345824 -0.234635 1.0 -0.1 0.3 0.573
O -3.718776 2.597824 -1.447635 0.2 0.5 0.0 -0.265
O -4.001776 2.403824 0.966365 -1.0 1.5 -0.4 -0.220
C -3.150776 1.306824 1.145365 -2.7 -2.4 1.2 -0.266
C -3.951776 0.326824 1.980365 4.7 -1.6 -2.7 -0.020
C -4.708776 4.700824 -0.200635 5.2 3.4 3.0 -0.130
H -2.311776 1.396824 1.684365 3.3 2.1 2.0 0.076
H -2.787776 0.815824 0.301365 -0.1 -0.4 -2.2 0.088
H -4.176776 0.576824 2.916365 0.3 1.1 4.3 0.043
H -3.527776 -0.674176 1.800365 0.1 0.3 0.8 0.096
H -4.845776 0.248824 1.621365 -5.5 -0.5 -2.9 0.020
H -4.512776 5.134824 0.940365 0.3 -0.7 -2.8 0.132
H -5.647776 4.447824 0.067365 -3.7 -0.9 -1.0 0.004
H -4.251776 5.558824 -0.913635 -1.9 -2.3 1.4 0.145
O 1.415224 1.142824 -4.585635 1.6 -1.8 -0.2 -0.282
S 0.576224 2.145824 -5.088635 -4.7 3.3 2.9 0.684
O -0.829776 1.897824 -5.419635 2.3 -0.4 -1.0 -0.313
O 0.301224 3.213824 -3.726635 1.7 -0.1 -3.3 -0.302
C -0.051776 2.602824 -2.460635 0.7 3.4 -0.4 -0.258
C 0.428224 3.628824 -1.420635 2.7 -3.0 0.1 -0.062
C 1.357224 3.226824 -6.352635 -0.6 2.4 5.3 -0.082
H 0.571224 1.815824 -2.337635 1.0 -3.4 0.4 0.057
H -1.093776 2.556824 -2.527635 -1.6 -1.1 0.6 0.098
H 1.508224 3.877824 -1.812635 -1.5 -0.8 1.5 0.116
H 0.303224 3.164824 -0.343635 0.4 1.4 -2.2 0.103
H -0.057776 4.482824 -1.677635 -1.8 2.7 0.4 0.023
H 0.535224 3.899824 -6.614635 0.7 0.2 0.0 0.081
H 1.710224 2.676824 -7.080635 0.9 -3.4 -4.1 -0.009
H 2.358224 3.611824 -5.954635 -1.9 0.2 0.1 0.111
C 1.591224 2.961824 3.007365 -2.1 -2.7 2.9 -0.041
C 2.429224 3.778824 2.171365 -1.5 -0.4 -3.0 -0.212
O 2.062224 5.054824 2.459365 -1.0 2.6 1.7 0.089
C 1.224224 5.029824 3.587365 0.8 9.3 0.9 -0.581
O 0.930224 6.051824 4.261365 1.3 -3.1 -2.7 0.083
O 0.788224 3.914824 3.837365 -0.5 -6.3 -0.2 0.155
H 2.111224 2.320824 3.722365 0.3 0.3 0.1 0.136
H 0.915224 2.264824 2.540365 -0.5 0.3 -0.6 0.122
H 2.288224 3.538824 1.118365 -0.5 0.3 -0.3 0.129
H 3.414224 3.614824 2.283365 3.7 -0.3 1.1 0.094
C -1.813776 -2.056176 -5.138635 2.4 -1.8 -1.4 0.029
C -2.358776 -1.509176 -3.853635 0.6 4.0 -5.2 -0.180
O -3.679776 -1.251176 -4.149635 -1.3 0.8 2.5 0.118
C -3.985776 -1.592176 -5.389635 -11.7 4.1 5.0 -0.803
O -5.132776 -1.503176 -5.809635 0.4 0.1 0.6 0.102
O -3.103776 -1.966176 -6.025635 13.7 -4.4 -6.5 0.175
H -1.613776 -3.222176 -5.062635 -0.2 2.5 -0.5 0.149
H -0.698776 -1.437176 -5.494635 -4.0 -1.9 0.4 0.211
H -1.782776 -0.653176 -3.568635 -0.1 1.7 -0.5 0.122
H -2.168776 -1.964176 -3.042635 0.4 -4.9 5.7 0.052
C 4.547224 0.256824 0.700365 0.8 2.1 -2.8 -0.155
C 3.389224 -0.669176 0.965365 1.2 -2.8 -2.9 -0.084
O 3.836224 -1.262176 2.194365 -6.3 -1.8 -1.8 0.082
C 4.980224 -0.918176 2.513365 4.9 0.2 3.7 -0.661
O 5.487224 -1.385176 3.523365 0.4 1.0 -1.4 0.110
O 5.485224 -0.011176 1.661365 1.7 -0.9 2.8 0.064
H 4.268224 1.358824 0.877365 0.3 -1.5 -1.2 0.154
H 5.195224 -0.024176 -0.234635 -2.1 1.3 0.9 0.175
H 3.369224 -1.521176 0.082365 -0.3 2.0 2.4 0.180
H 2.439224 -0.205176 1.033365 -0.9 0.3 0.2 0.083
```
Positions in Å, forces in eV/Å.

As for the HOMO energy: -8.76 eV. The value obtained for the LUMO energy is -0.801 eV. As for the gap between HOMO and LUMO: 8.0 eV.

---

[2]
# C20H42NO10S2

C20H42NO10S2 as an isolated structure (ωB97M-V with the def2-TZVPD basis set, the Open Molecules 2025 dataset).

```
75
Properties=species:S:1:pos:R:3:forces:R:3:lowdin_charge:R:1
C -1.631561 4.149453 0.886112 -0.6 0.0 1.2 -0.123
O -1.792933 5.318425 0.106626 0.5 -0.2 -0.2 -0.193
C -1.168061 5.209561 -1.172611 0.1 -0.2 -0.9 -0.230
C -2.231811 5.044602 -2.318476 0.4 -1.2 1.5 -0.133
C -2.690948 3.540370 -2.273965 0.4 0.4 -1.3 -0.226
C -3.340789 3.043662 -3.599047 -1.2 0.1 0.9 -0.207
C -3.850975 1.579595 -3.429968 0.6 0.1 -0.8 -0.210
C -2.688996 0.527940 -3.368346 -1.1 -0.5 0.4 -0.220
C -2.262940 0.260237 -1.891869 -0.2 0.0 -0.6 -0.241
S -0.625204 -0.526745 -1.693783 1.1 -3.1 2.1 0.595
O -0.880600 -1.998040 -1.509244 0.0 2.4 -1.2 -0.410
O -0.039878 0.003449 -0.426813 -0.7 0.3 -2.0 -0.396
N 0.351646 -0.382549 -3.042387 -0.6 2.3 2.0 -0.325
S 0.954614 1.176574 -3.145664 0.1 1.0 -3.8 0.614
O 1.818790 1.213055 -4.374321 -1.0 -0.8 2.5 -0.385
O -0.081629 2.251283 -3.278000 1.0 -1.6 1.1 -0.383
C 2.010287 1.645312 -1.726649 0.3 0.0 0.6 -0.253
C 3.331166 2.350831 -2.131545 -0.1 0.2 0.2 -0.219
C 3.153082 3.605343 -3.041840 0.9 0.0 0.7 -0.181
C 2.008990 4.581099 -2.621807 0.0 -0.2 -1.4 -0.242
O 1.478774 5.174304 -3.826641 0.2 0.6 0.4 -0.099
H -2.354991 3.343556 0.631940 0.5 0.4 -0.2 0.081
H -1.866707 4.439621 1.934627 0.2 -0.1 -0.6 0.087
H -0.601166 3.745231 0.895121 -0.4 0.2 -0.3 0.092
H -0.508508 4.311095 -1.137501 -0.5 0.5 -0.3 0.085
H -0.479130 6.059451 -1.381412 -0.7 -0.2 0.4 0.121
H -3.109265 5.663201 -2.056484 0.5 0.2 -0.5 0.109
H -1.748156 5.309476 -3.274286 -0.4 -0.1 0.3 0.112
H -1.771472 2.946564 -2.107350 -0.7 0.2 0.1 0.066
H -3.436936 3.388449 -1.466578 0.5 0.1 -0.3 0.113
H -4.249583 3.673404 -3.768051 0.5 -0.3 0.0 0.106
H -2.703608 3.170136 -4.491906 0.0 -0.2 0.6 0.114
H -4.512247 1.523153 -2.536637 0.5 -0.1 -0.4 0.109
H -4.489811 1.301420 -4.297522 0.3 0.3 0.4 0.100
H -1.860028 0.761377 -4.056382 -0.3 0.2 0.6 0.091
H -3.132257 -0.424733 -3.737151 0.5 0.4 0.2 0.108
H -2.286277 1.141398 -1.229096 0.3 -0.3 -0.6 0.077
H -2.997875 -0.457697 -1.472297 0.7 0.2 -0.1 0.102
H 1.429697 2.339935 -1.086747 0.0 -0.6 -0.5 0.087
H 2.189083 0.747509 -1.107417 -0.1 0.4 -0.5 0.091
H 4.062277 1.635821 -2.560445 -0.6 0.4 0.0 0.111
H 3.800509 2.697148 -1.180635 -0.4 -0.3 -0.4 0.112
H 3.095093 3.287383 -4.100684 -0.5 0.2 0.6 0.101
H 4.105657 4.181262 -2.968806 -0.5 -0.3 -0.1 0.107
H 2.399637 5.439263 -2.039594 -0.3 -0.6 -0.1 0.122
H 1.148421 4.097355 -2.126989 0.8 0.1 0.0 0.060
H 1.388804 4.474687 -4.474744 -0.2 -0.3 0.0 0.066
O 1.818605 -6.548907 3.072956 0.0 0.1 0.1 0.081
C 1.525906 -6.078132 2.002443 -0.2 -0.2 -0.2 -0.542
O 0.944015 -4.878818 1.944359 0.2 0.2 0.4 -0.003
C 0.697753 -4.166665 0.715836 -0.3 0.2 -0.4 -0.208
C -0.585828 -4.625537 0.061840 -0.1 -0.3 -0.1 -0.068
C 1.728920 -6.858520 0.730841 0.5 0.1 -0.3 0.007
H 1.557890 -4.237337 0.048190 0.0 -0.1 0.1 0.119
H 0.606472 -3.116356 0.989623 0.1 -0.1 0.1 0.126
H -0.544270 -5.682141 -0.215387 0.1 0.0 0.0 0.064
H -0.784471 -4.040275 -0.835246 0.0 0.1 0.1 0.049
H -1.424590 -4.512074 0.751096 0.0 0.1 0.0 0.085
H 0.902626 -7.557486 0.608521 0.0 0.0 0.0 0.094
H 2.661275 -7.415756 0.816848 -0.2 -0.1 0.2 0.088
H 1.816818 -6.239365 -0.158452 -0.2 0.0 0.0 0.070
O 3.088005 -2.091093 5.379995 -0.1 0.2 0.2 0.105
C 2.186840 -2.791468 5.752668 0.4 -0.5 -0.2 -0.527
O 1.295820 -2.306056 6.636579 -0.2 0.6 0.2 -0.004
C 0.104787 -2.993626 7.020572 0.0 -0.2 0.1 -0.240
C 0.377439 -4.000175 8.119321 0.1 -0.1 0.0 -0.071
C 2.081448 -4.228127 5.315209 -0.4 0.1 -0.3 0.008
H -0.381445 -3.441844 6.152476 0.1 -0.1 0.0 0.116
H -0.574464 -2.226694 7.393445 0.1 0.1 -0.1 0.120
H 1.068485 -4.777011 7.790247 -0.1 0.0 -0.1 0.067
H -0.549392 -4.477859 8.441544 0.0 0.0 0.0 0.078
H 0.837482 -3.507792 8.977672 -0.1 0.1 0.0 0.080
H 2.753602 -4.833830 5.922470 0.0 0.0 0.0 0.100
H 2.382771 -4.294396 4.272943 0.1 0.0 0.1 0.075
H 1.075320 -4.635884 5.368654 0.1 -0.1 0.1 0.070
```
Positions in Å, forces in eV/Å.

As for the HOMO energy: -6.66 eV. The value obtained for the LUMO energy is 2.406 eV. Its charge is -1. As for the gap between HOMO and LUMO: 9.1 eV.

---

[3]
# C20H42NO7S2

C20H42NO7S2 as an isolated structure (ωB97M-V with the def2-TZVPD basis set, the Open Molecules 2025 dataset).

```
72
Properties=species:S:1:pos:R:3:forces:R:3:lowdin_charge:R:1
C -2.414055 -0.159275 -5.276329 -0.6 0.7 0.0 -0.120
C -2.840639 0.742927 -4.065611 1.1 -1.0 0.5 -0.232
C -3.097752 -0.114909 -2.765389 -0.5 1.5 0.3 -0.212
C -4.612436 -0.335336 -2.483427 0.4 -1.0 -0.7 -0.184
C -5.259239 -1.439642 -3.405157 -0.6 0.5 1.1 -0.207
C -5.094450 -2.878097 -2.836685 0.1 -0.2 -1.6 -0.206
C -3.654202 -3.482117 -3.025310 -0.8 -0.7 1.2 -0.202
C -3.075754 -3.795587 -1.612609 0.9 -0.1 -0.8 -0.205
C -1.545492 -4.191617 -1.622922 -0.9 0.6 1.0 -0.192
C -0.931250 -3.531148 -0.327715 0.4 -0.8 -1.5 -0.225
C -0.535450 -2.054489 -0.644593 0.3 -1.1 0.7 -0.223
S -0.887102 -0.864319 0.708313 0.3 5.1 0.3 0.585
O 0.258205 0.110964 0.643683 -1.1 -2.5 0.3 -0.418
O -2.135865 -0.075791 0.435579 1.5 -2.5 0.3 -0.400
N -0.806411 -1.570052 2.219553 -2.3 -0.1 -1.4 -0.372
S -2.229409 -2.295270 2.694508 0.7 -3.8 -1.3 0.567
O -1.907933 -3.691341 3.145476 -0.3 2.8 0.0 -0.452
O -3.326801 -2.341607 1.697238 1.3 1.1 1.7 -0.423
H -1.694646 0.383648 -5.916883 -0.3 -0.4 0.2 0.059
H -3.312292 -0.385687 -5.885236 0.6 -0.1 0.2 0.057
H -1.956749 -1.110272 -4.942174 -0.2 0.6 -0.1 0.060
H -1.989108 1.410569 -3.814478 -0.5 -0.3 -0.3 0.096
H -3.703961 1.394198 -4.296669 0.3 -0.4 0.0 0.097
H -2.508496 -1.048748 -2.773943 -0.5 0.4 -0.1 0.069
H -2.700640 0.477367 -1.913606 -0.2 -0.5 -0.4 0.092
H -4.758864 -0.646799 -1.429602 0.1 0.3 -0.5 0.112
H -5.146499 0.617642 -2.655633 0.3 -0.3 0.2 0.099
H -4.927683 -1.346452 -4.460056 0.0 -0.2 0.6 0.096
H -6.351555 -1.222203 -3.410835 0.5 -0.2 -0.1 0.097
H -5.446855 -2.933426 -1.787166 0.4 0.2 -0.5 0.111
H -5.779593 -3.533541 -3.421642 0.2 0.4 0.4 0.096
H -3.753440 -4.458456 -3.548994 0.2 0.6 0.1 0.103
H -2.995628 -2.850959 -3.645579 -0.3 -0.1 0.4 0.080
H -3.647436 -4.648261 -1.190062 0.2 0.5 -0.1 0.119
H -3.222812 -2.947384 -0.909066 0.0 -0.3 -0.6 0.098
H -1.455481 -5.295617 -1.573017 0.1 0.6 -0.1 0.100
H -1.033265 -3.817330 -2.534231 -0.3 -0.3 0.4 0.102
H -1.678077 -3.657330 0.471512 0.6 0.2 -0.2 0.069
H -0.007716 -4.101777 -0.101284 -0.5 0.4 0.4 0.108
H 0.565608 -2.036057 -0.760581 -0.6 0.3 0.2 0.098
H -0.947809 -1.714192 -1.610374 -0.2 0.2 0.8 0.079
H -2.605923 -1.652295 3.865686 0.2 0.0 -0.9 0.062
C 3.111550 0.705900 1.954191 0.1 0.4 -0.1 -0.022
C 3.970708 1.643851 2.755926 0.0 0.1 -0.2 -0.506
O 4.245644 2.757869 2.350932 0.0 0.0 0.3 0.027
C 4.478803 1.153812 4.086507 0.1 0.3 0.1 -0.026
H 2.815232 1.187816 1.024735 -0.1 -0.1 0.1 0.076
H 3.670962 -0.201083 1.715769 -0.1 -0.1 0.1 0.095
H 2.210437 0.451495 2.514673 0.0 -0.2 -0.1 0.087
H 5.100024 0.267593 3.944419 -0.2 -0.1 0.1 0.082
H 3.637875 0.921449 4.742747 0.0 -0.2 0.0 0.075
H 5.081770 1.933961 4.552192 0.0 0.0 0.0 0.078
C 5.391012 2.656533 -0.533071 -0.1 -0.3 -0.1 -0.020
C 5.440034 2.041494 -1.906644 -0.2 -0.2 0.1 -0.505
O 4.836923 1.025924 -2.167609 0.1 0.0 -0.1 0.072
C 6.274068 2.742821 -2.949537 0.0 -0.2 -0.3 -0.034
H 4.759542 2.055633 0.111770 0.0 0.1 0.0 0.047
H 6.395637 2.692583 -0.106699 0.0 0.2 0.0 0.090
H 4.973827 3.663077 -0.589991 0.2 0.1 0.1 0.094
H 7.315979 2.784036 -2.626820 0.0 0.2 0.0 0.080
H 5.894371 3.753075 -3.111909 0.2 0.1 0.1 0.081
H 6.218512 2.191893 -3.887916 0.0 0.0 0.1 0.077
C 1.933951 4.142461 4.993939 0.0 -0.3 -0.1 -0.014
C 1.943412 3.450264 6.331115 0.0 -0.3 -0.1 -0.504
O 1.963085 2.243205 6.417738 0.1 0.1 0.1 0.066
C 1.927120 4.321466 7.561023 0.0 -0.2 0.2 -0.030
H 1.947355 3.396372 4.201279 0.0 0.1 0.0 0.077
H 1.029026 4.744627 4.893950 0.1 0.1 0.0 0.087
H 2.818316 4.774697 4.895920 -0.1 0.1 0.0 0.089
H 1.023204 4.932886 7.571995 0.1 0.2 0.0 0.082
H 2.810474 4.962388 7.574641 -0.1 0.1 -0.1 0.082
H 1.936103 3.691969 8.450048 0.0 0.0 -0.1 0.079
```
Positions in Å, forces in eV/Å.

As for the HOMO energy: -6.08 eV. The value obtained for the LUMO energy is 2.477 eV. Its charge is -1. As for the gap between HOMO and LUMO: 8.6 eV.

---

Q: Look up the gap between HOMO and LUMO of the second one.
A: 9.1 eV

---

Q: Among the records above, which one has the highest HOMO?
A: C20H42NO7S2

---

Q: The highest LUMO energy belongs to which entry?
A: C20H42NO7S2